Entry 1:
A structure of composition C3H6N2O at a distorted geometry, computed with wB97M-V/def2-TZVPD.

Summary:
Frontier orbital gap = 8.390 eV
E_LUMO = 0.0324 Eh
Net charge = 0
Energy relative to the best compared isomer or geometry (same formula, charge and spin) = 6.484 eV
F_max = 2.7 eV Å⁻¹

XYZ file:
```
12
Properties=species:S:1:pos:R:3:forces:R:3
O 0.817768 1.958322 1.095139 0.29 0.02 0.25
N 0.023357 -1.153927 -1.181160 -0.20 0.28 -0.09
N 0.020079 0.851584 1.530535 0.03 -0.65 0.09
C -0.772062 -1.201313 0.062819 -0.20 -0.24 0.50
C 0.419945 0.171201 -0.888380 -0.42 0.68 0.07
C -0.113297 0.131218 0.458731 0.30 -0.30 0.95
H -1.851734 -1.185937 -0.126680 0.17 0.13 0.26
H 1.298904 0.633786 -1.345056 -0.70 0.43 0.31
H -0.746984 0.965846 -0.375052 0.96 -0.45 -2.53
H 1.161851 2.313731 1.921995 -0.14 0.03 -0.08
H -0.430110 -1.367694 -2.066734 -0.01 0.18 0.28
H -0.503414 -2.020155 0.723776 -0.08 -0.11 -0.02
```
Positions in Å, forces in eV/Å.

***

Entry 2:
A cluster of 4 separate species, C4H12O3 in total at a distorted geometry, computed with wB97M-V/def2-TZVPD.

Summary:
Frontier orbital gap = 9.371 eV
E_LUMO = 0.0198 Eh
Net charge = 0
SMILES = C=CC=C.O.O.O
Energy relative to the best compared isomer or geometry (same formula, charge and spin) = 1.941 eV
F_max = 2.1 eV Å⁻¹

XYZ file:
```
19
Properties=species:S:1:pos:R:3:forces:R:3
O 1.368875 -1.427093 -2.629673 0.10 -0.44 -0.30
O -2.217403 0.364877 -0.782392 -0.62 0.00 -0.89
O 1.197472 1.775363 -1.613792 0.16 0.13 0.47
C -0.476690 1.215173 2.269377 0.45 -0.41 0.82
C 0.003782 -1.118811 1.696797 1.21 1.46 -0.83
C 0.165846 -1.949661 0.675266 0.14 -0.82 -0.38
C -0.350200 0.271693 1.343355 0.33 0.03 0.52
H 0.097580 -1.564546 -0.332982 -0.69 0.10 0.08
H -0.199554 0.982071 3.295552 -0.26 -0.20 0.03
H 2.058045 -0.791653 -2.835023 -0.05 0.18 0.08
H -2.745881 -0.365005 -1.128819 0.06 -0.15 0.27
H -0.493608 0.451209 0.290961 -0.29 0.10 0.10
H 0.403956 -3.005616 0.654766 0.27 0.05 0.65
H 1.101111 1.731645 -0.651011 -0.16 -0.17 -0.14
H 0.879898 -1.050447 -1.899806 -0.01 0.35 0.06
H 0.426024 -1.200023 2.693418 -0.74 -0.86 0.23
H -2.287762 0.999821 -1.508034 0.19 0.15 0.18
H 1.872875 2.456053 -1.708105 -0.01 -0.01 -0.26
H -0.804357 2.224946 2.170154 -0.09 0.52 -0.69
```
Positions in Å, forces in eV/Å.

***

Entry 3:
An isolated molecule of C3H5NS at a distorted geometry, computed with wB97M-V/def2-TZVPD.

Summary:
Frontier orbital gap = 8.278 eV
E_LUMO = -0.0006 Eh
Net charge = 0
SMILES = N/C=C/C=S
Energy relative to the best compared isomer or geometry (same formula, charge and spin) = 0.663 eV
F_max = 4.2 eV Å⁻¹

XYZ file:
```
10
Properties=species:S:1:pos:R:3:forces:R:3
S 2.257069 -0.175419 0.044417 0.87 -0.71 0.13
N -2.901927 -0.240529 -0.036669 0.23 0.19 0.08
C -0.468156 -0.204950 -0.052040 2.56 -1.26 -0.48
C 0.807738 0.486212 -0.065625 -1.00 1.48 -0.37
C -1.649386 0.353988 -0.032536 -3.35 1.98 1.55
H 0.817510 1.590585 -0.222329 -0.52 -0.69 0.27
H -1.878380 1.411274 0.223377 1.20 -0.35 -0.67
H -2.948427 -1.239475 -0.056547 -0.03 -0.39 0.09
H -3.577269 0.207157 0.585261 0.32 -0.38 -0.56
H -0.354222 -1.290644 -0.082547 -0.27 0.15 -0.04
```
Positions in Å, forces in eV/Å.

***

Entry 4:
The ion C3H10N5 with charge +1 at a distorted geometry, computed with wB97M-V/def2-TZVPD.

Summary:
Frontier orbital gap = 10.449 eV
E_LUMO = -0.1227 Eh
Net charge = +1
SMILES = CC(=[NH2+])/N=C(/N)NN
Energy relative to the best compared isomer or geometry (same formula, charge and spin) = 1.730 eV
F_max = 6.3 eV Å⁻¹

XYZ file:
```
18
Properties=species:S:1:pos:R:3:forces:R:3
N -0.551272 -1.215437 1.458577 0.89 -0.91 0.09
N -0.637113 -0.700998 -0.786160 3.20 -0.58 2.01
N 0.415525 1.142598 0.702982 -1.37 0.31 0.16
N -1.614462 0.914074 -2.115914 -0.19 0.46 -0.82
N -0.095443 1.634383 -0.537100 0.05 -1.03 0.46
C -0.722498 0.531780 -1.156867 -0.02 -0.34 0.14
C 1.707952 -1.276276 0.434169 1.85 -0.47 0.86
C 0.283398 -0.978559 0.455808 -5.05 2.66 -2.60
H -0.792273 2.393596 -0.549189 0.77 -0.13 0.66
H -1.362173 1.487022 -2.911033 0.74 0.76 0.66
H -2.100877 0.184844 -2.568497 -0.65 -1.44 0.16
H -0.234333 1.187189 1.477616 -0.83 0.06 -0.30
H -1.532910 -1.428875 1.388958 -0.06 0.42 -0.72
H 2.126502 -1.501752 1.525527 -0.90 0.36 -2.47
H 2.341997 -0.495975 -0.083711 -0.96 -0.82 0.70
H -0.195999 -1.276589 2.375492 0.62 -0.60 1.10
H 1.203713 1.567807 1.113448 1.63 1.17 -0.69
H 1.760264 -2.168830 -0.224107 0.27 0.10 0.60
```
Positions in Å, forces in eV/Å.

***

Entry 5:
A structure of composition C25H27CrN6O2S at a distorted geometry, computed with wB97M-V/def2-TZVPD.

Summary:
Frontier orbital gap (spin up / spin down) = 5.262 / 5.658 eV
E_LUMO (spin up / spin down) = -0.0205 / -0.0219 Eh
Net charge = 0
Energy relative to the best compared isomer or geometry (same formula, charge and spin) = 1.110 eV
Spin multiplicity = 4
<S²> = 3.77
F_max = 2.1 eV Å⁻¹

XYZ file:
```
62
Properties=species:S:1:pos:R:3:forces:R:3
Cr 1.121000 -0.018000 0.040000 -0.85 -0.30 0.82
S 2.127200 -2.313300 -0.409500 -0.29 -0.37 -0.19
O -0.888000 -1.373400 0.418900 0.16 -0.27 0.00
O 1.177500 -0.800100 2.214700 -0.10 -0.22 -0.07
N 0.214500 1.314500 0.668800 1.53 -0.75 -0.24
N 1.009100 -0.059300 -4.082300 0.05 0.41 1.16
N 0.851700 0.308000 -1.896700 0.61 -0.25 -1.87
N 3.076600 0.026500 -0.052600 2.14 -0.10 0.07
N 4.615600 -1.748600 0.354200 0.98 -0.19 0.29
N 2.950300 -2.852600 -9.886600 -0.01 0.10 0.10
C 2.842000 -2.123500 -6.508100 -0.08 0.10 -0.69
C -0.836000 1.991700 1.044300 -1.42 1.27 0.34
C -1.492000 1.730200 2.283500 0.21 -0.03 -0.25
C 2.648400 -2.315600 -8.915100 0.30 -0.59 -1.23
C -1.407800 3.017100 0.238000 0.14 -0.31 0.20
C 5.560000 -0.844500 0.590300 -0.61 0.23 -0.26
C 3.682600 2.368700 -0.080600 -0.03 -0.03 -0.05
C 2.454200 -1.564300 -5.316200 -0.52 0.51 0.38
C 2.341800 -0.838500 3.014400 0.21 0.04 0.14
C 1.315500 -0.663400 -7.695100 0.50 -0.59 -0.34
C 5.339100 0.519900 0.412100 0.12 -0.23 0.06
C 3.427000 -1.302300 -0.001200 -0.71 0.36 -0.19
C -2.696700 2.315900 2.589800 -0.19 0.18 0.14
C -3.273100 3.249700 1.737800 -0.14 0.08 0.03
C -0.336200 0.636500 -2.486700 -0.27 0.20 -0.35
C -0.253300 0.418600 -3.827200 -0.64 0.13 0.24
C 1.648700 -0.087900 -2.886300 -0.36 0.09 0.60
C 4.056900 0.934800 0.088500 -0.40 -0.09 0.11
C 0.356100 -1.946800 2.380700 -0.40 -0.25 -0.17
C 2.269000 -1.693100 -7.715900 -0.39 0.69 1.52
C 0.929500 -0.102800 -6.504200 0.11 0.06 0.82
C -1.026200 -1.665100 1.796100 0.32 0.10 0.44
C 1.475000 -0.558900 -5.296800 0.56 -0.60 -1.25
C -2.048200 -1.635000 -0.338300 -0.04 0.08 -0.02
C -2.597700 3.613500 0.580000 -0.33 0.13 0.08
H 2.672400 -0.380700 -2.761600 0.09 -0.16 0.01
H 0.272400 -2.180500 3.450400 -0.10 0.05 -0.10
H 6.511600 -1.240800 0.916000 0.17 0.09 0.01
H -3.195300 2.054600 3.516900 0.00 0.04 0.03
H 3.334800 2.775500 0.868100 -0.05 0.05 0.06
H -2.910300 -1.081900 0.051500 0.04 -0.02 -0.02
H 6.122400 1.242900 0.552400 0.16 0.11 0.01
H 2.874000 -1.924900 -4.389100 -0.01 -0.08 0.07
H 0.213300 0.702400 -6.497400 -0.11 0.08 0.00
H -1.158100 1.022800 -1.908800 -0.03 0.02 0.05
H -0.872400 3.318300 -0.650000 0.07 -0.01 -0.17
H 4.537900 2.946000 -0.424500 0.01 0.07 0.02
H 0.800600 -2.806500 1.853900 -0.01 0.20 0.21
H 2.958500 -1.723400 2.812400 -0.11 0.05 -0.07
H -4.214000 3.712000 1.989400 -0.14 0.06 0.03
H 0.888900 -0.321000 -8.624600 -0.05 0.05 -0.07
H 2.065400 -0.825800 4.074500 0.02 -0.03 -0.06
H -1.495800 -0.813700 2.305700 0.02 -0.22 -0.12
H 3.580000 -2.911800 -6.527000 0.03 -0.03 0.02
H -0.996000 0.519000 -4.591400 -0.08 0.00 -0.13
H -3.022300 4.375100 -0.061200 -0.01 0.07 -0.06
H -2.264100 -2.710700 -0.342700 -0.05 0.09 -0.01
H 2.857200 2.451900 -0.787200 0.01 0.06 0.04
H -1.023700 1.050600 2.985200 0.06 -0.01 -0.08
H 2.913900 0.061900 2.791300 -0.02 -0.03 0.01
H -1.648300 -2.557400 1.933800 0.05 -0.01 -0.01
H -1.836500 -1.301900 -1.352200 -0.09 -0.07 -0.02
```
Positions in Å, forces in eV/Å.

***

Entry 6:
An isolated molecule of C5H5NO at a distorted geometry, computed with wB97M-V/def2-TZVPD.

Summary:
Frontier orbital gap (spin up / spin down) = 7.669 / 8.761 eV
E_LUMO (spin up / spin down) = -0.0215 / -0.0227 Eh
Net charge = 0
Energy relative to the best compared isomer or geometry (same formula, charge and spin) = 6.292 eV
F_max = 2.4 eV Å⁻¹

XYZ file:
```
12
Properties=species:S:1:pos:R:3:forces:R:3
O 0.816765 1.206996 1.980808 -0.29 0.09 -0.17
N -2.085467 0.863942 0.188047 -1.40 0.35 0.79
C -0.749807 0.895959 -0.057170 1.14 -0.08 -0.38
C -0.474387 -0.488721 -0.625215 1.61 -0.40 -0.04
C 0.491366 0.785108 0.925012 0.27 -0.47 -0.16
C 1.161330 -0.342097 0.054794 -2.27 0.59 -0.38
C 2.147334 -1.001698 -0.290783 1.21 -0.45 -0.11
H -2.258730 0.180581 0.930422 -0.07 0.13 0.06
H -0.575995 -0.648387 -1.700172 0.10 0.09 0.24
H -0.877077 -1.313256 -0.038686 -0.20 0.17 -0.04
H 2.978843 -1.580515 -0.631779 -0.14 0.09 0.07
H -0.483372 1.673160 -0.790523 0.04 -0.13 0.11
```
Positions in Å, forces in eV/Å.